Formula: C7H12N3
Source: OMol25
Level of theory: wB97M-V/def2-TZVPD

```
22
Properties=species:S:1:pos:R:3:lowdin_charge:R:1
N 0.63232 0.58617 -0.39576 -0.0636
N -1.13428 -2.08305 0.66817 0.1137
N -1.21789 1.38417 1.52560 0.2240
C -1.77252 -0.81269 0.75372 -0.2757
C -1.13373 -1.12196 -0.55173 -0.1151
C 0.34016 0.38603 -1.87619 0.0360
C 0.23963 -0.70787 -0.92262 -0.2115
C 2.03627 0.76940 -0.21116 -0.0532
C -1.18842 0.00026 1.79884 -0.2096
C -0.04215 0.76574 1.46741 -0.1321
H 2.31467 0.40054 0.72898 0.0805
H 1.28841 0.71596 -2.41500 0.1559
H 0.92401 1.04265 1.86926 0.1335
H -1.16997 -0.50221 2.76052 0.1736
H 2.30803 1.81555 -0.27721 0.1249
H -1.46039 2.21249 2.13567 0.1961
H -2.83512 -0.75058 0.66360 0.1523
H -0.60033 0.72351 -2.24125 0.1220
H -1.79723 -1.51972 -1.36694 0.1722
H 2.60066 0.20272 -0.89078 0.0955
H 1.02276 -1.46731 -0.84213 0.1736
H -1.80750 -2.82920 0.65023 0.1071
```

**Multiplicity**: 3
**HOMO (alpha / beta)**: -10.09 / -13.96 eV
**Maximum force**: 0.0912 Eh/bohr
**LUMO level (alpha / beta)**: -2.357 / -7.973 eV
**Net charge**: +1